{"formula": "C21H37NO7P2", "method": "the ωB97M-V functional and the def2-TZVPD basis", "symbols": ["C", "C", "P", "C", "C", "C", "C", "C", "C", "C", "C", "C", "C", "C", "P", "O", "O", "O", "N", "C", "C", "C", "O", "O", "C", "C", "O", "H", "H", "H", "H", "H", "H", "H", "H", "H", "H", "H", "H", "H", "H", "H", "H", "H", "H", "H", "H", "H", "H", "H", "H", "H", "H", "H", "H", "H", "H", "C", "C", "C", "O", "H", "H", "H", "H", "H", "H", "H"], "positions_angstrom": [[-3.07204, 3.22408, 1.40755], [-2.84982, 2.25989, 0.22202], [-1.45827, 1.05804, 0.47339], [-2.32488, -0.52150, 0.30342], [-3.16067, -0.67997, -0.99415], [-0.17141, 1.31986, -0.81250], [0.51023, 0.28341, -1.53835], [0.35690, -1.18223, -1.33226], [0.99665, -1.62123, 0.01707], [2.18692, -2.56778, -0.12267], [3.33003, -2.01442, -0.97662], [2.71656, -2.75661, 1.31129], [1.45770, 0.62598, -2.51826], [1.75718, 1.94172, -2.77326], [2.94256, 2.42044, -4.05894], [2.34910, 2.50031, -5.37791], [3.53508, 3.82293, -3.56705], [4.11530, 1.35765, -3.98128], [1.15005, 2.88928, -2.05072], [0.23426, 2.63232, -1.09460], [-0.21246, 3.86302, -0.36958], [0.58567, 3.97182, 0.92418], [1.76662, 4.11782, 0.83880], [-0.06470, 3.97264, 2.08816], [0.53603, 3.30780, 3.18320], [1.41012, 2.12013, 2.96019], [0.29666, 3.73340, 4.24807], [-2.97958, 4.26965, 1.13915], [-2.38807, 2.97046, 2.20690], [-4.06366, 3.06173, 1.81501], [-2.75778, 2.77837, -0.72811], [-3.75432, 1.67026, 0.11198], [-3.03963, -0.52041, 1.12365], [-1.67929, -1.37376, 0.48766], [-2.91694, -1.61627, -1.48583], [-3.00790, 0.15022, -1.68052], [-4.22189, -0.72102, -0.77112], [0.92547, -1.67761, -2.11266], [-0.65595, -1.53236, -1.44434], [1.37956, -0.73002, 0.53395], [0.28345, -2.15554, 0.65101], [1.84477, -3.54404, -0.45058], [4.02046, -1.40808, -0.39665], [3.00775, -1.48075, -1.86673], [3.92379, -2.85119, -1.34463], [3.31530, -3.65540, 1.41631], [3.33917, -1.90071, 1.57780], [1.88540, -2.75650, 2.00822], [1.96400, -0.13273, -3.08844], [3.67655, 3.83539, -2.60952], [4.37514, 1.17012, -3.06780], [1.40233, 3.85161, -2.23192], [-1.28254, 3.95819, -0.26044], [0.11588, 4.73846, -0.92301], [1.49212, 1.59766, 3.90073], [2.37593, 2.47492, 2.61567], [1.02240, 1.43840, 2.20811], [-1.64908, -5.53651, 1.75776], [-2.02478, -4.05145, 1.64797], [-3.46062, -3.93728, 1.10809], [-1.17071, -3.39433, 0.78997], [-1.68260, -6.01636, 0.77720], [-0.64102, -5.64724, 2.16267], [-2.33530, -6.07973, 2.42266], [-2.06651, -3.66761, 2.69436], [-3.55243, -4.36334, 0.10638], [-3.71160, -2.87278, 1.05928], [-4.22668, -4.42122, 1.73061]], "lumo_energy_ev": -1.919, "homo_energy_ev": -5.943}